(1)
Formula: C21H28CaN5P
Source: the OMol25 dataset
Level of theory: ωB97M-V with the def2-TZVPD basis set

The geometry in XYZ format:
```
56
Properties=species:S:1:pos:R:3:forces:R:3:mulliken_charge:R:1
Ca -1.289 -0.027 -0.382 -0.2923 0.1146 0.2059 2.4917
N -0.857 2.414 -0.502 -0.1945 0.2304 -0.1036 -0.5265
C -1.851 3.013 -1.424 -0.1672 -0.0803 0.0352 -0.8761
C -3.233 2.476 -1.091 0.1412 0.1447 -0.0464 -0.6816
N -3.281 1.005 -1.250 -0.3446 0.1942 -0.2643 -0.4638
C -4.508 0.411 -0.673 -0.0396 -0.1848 0.0879 -0.7243
C -4.268 -1.036 -0.271 -0.1165 0.2551 -0.0660 -0.6043
N -3.177 -1.095 0.732 -0.2673 -0.1415 0.0608 -0.5934
H -0.978 2.824 0.422 0.0764 0.0386 0.0203 0.1802
H 0.073 2.693 -0.794 0.0700 -0.0085 0.0494 0.2391
H -1.579 2.743 -2.446 0.0293 0.0323 -0.0027 0.3920
H -1.873 4.102 -1.364 0.0479 0.0073 -0.0413 0.4609
H -3.985 2.977 -1.705 -0.0282 -0.0081 0.0433 0.4039
H -3.452 2.707 -0.046 -0.0741 -0.0235 -0.0084 0.3915
H -3.296 0.818 -2.252 -0.0588 0.0222 -0.0073 0.2383
H -5.353 0.469 -1.362 -0.0046 0.0432 0.0201 0.4124
H -4.779 0.981 0.218 0.0058 0.0522 -0.0288 0.4058
H -3.971 -1.611 -1.151 -0.0216 -0.0674 0.0403 0.1985
H -5.201 -1.459 0.104 0.0317 -0.0854 -0.0310 0.4841
H -2.970 -2.069 0.940 -0.0009 -0.0139 0.0580 0.2549
H -3.527 -0.702 1.601 0.0229 -0.0057 0.0681 0.2218
N 1.510 -1.687 0.161 0.0102 -0.0083 -0.0753 0.1267
P 1.422 -0.024 -0.255 1.3997 -0.3883 0.1979 0.0105
C 3.149 0.328 -0.663 -0.3072 0.2250 -0.0577 0.4083
C 3.463 0.775 -1.945 -0.0523 -0.0750 0.0255 -0.4462
C 4.785 1.020 -2.286 0.0435 0.0151 -0.0296 -0.7225
C 5.788 0.821 -1.349 -0.0411 0.0102 -0.0389 -0.4783
C 5.476 0.374 -0.069 0.0594 -0.0134 0.0791 -0.8338
C 4.160 0.134 0.281 -0.0289 -0.0098 -0.0295 -0.2208
C 1.186 0.738 1.396 -0.1296 -0.0451 -0.1436 0.6217
C 0.281 0.155 2.289 0.1076 -0.0529 -0.1383 -0.0909
C 0.000 0.766 3.503 -0.1036 0.0625 0.0306 -0.9891
C 0.606 1.973 3.825 -0.0560 -0.0285 0.0264 -0.5636
C 1.489 2.568 2.934 -0.0061 0.0038 -0.0140 -0.7006
C 1.773 1.960 1.719 -0.0071 0.0392 -0.0048 -0.6126
C 0.644 -2.678 -0.251 -0.1254 -0.1795 -0.0811 0.5364
C 1.042 -4.020 -0.171 0.0380 -0.0503 -0.0004 -0.8377
C 0.167 -5.005 -0.558 0.0259 0.1268 0.0017 -0.3462
C -1.094 -4.643 -1.041 -0.0836 0.0022 -0.0259 -0.9329
C -1.403 -3.310 -1.094 0.0219 -0.1102 -0.0714 -0.3925
N -0.571 -2.322 -0.693 0.3087 -0.0452 0.0747 -0.1610
H 2.409 -2.024 0.476 0.0215 -0.0302 0.1005 0.2784
H 2.676 0.915 -2.676 0.0282 0.0227 -0.0199 0.3370
H 5.034 1.363 -3.281 -0.0102 0.0068 0.0087 0.4242
H 6.818 1.017 -1.614 0.0004 -0.0149 0.0057 0.4144
H 6.264 0.222 0.657 -0.0098 0.0029 -0.0059 0.4197
H 3.916 -0.192 1.287 0.0372 0.0215 0.0106 0.3939
H -0.134 -0.830 2.071 0.0167 -0.0227 0.0815 0.5250
H -0.675 0.298 4.207 0.0188 -0.0221 -0.0040 0.4704
H 0.399 2.441 4.778 0.0097 0.0066 -0.0094 0.4390
H 1.971 3.501 3.198 0.0049 -0.0053 -0.0260 0.4488
H 2.477 2.419 1.035 0.0195 0.0117 0.0220 0.4761
H 2.034 -4.264 0.186 -0.0138 0.0006 0.0092 0.4025
H 0.454 -6.046 -0.503 0.0180 0.0057 0.0107 0.4515
H -1.804 -5.387 -1.369 -0.0088 0.0296 -0.0199 0.4427
H -2.359 -2.993 -1.492 -0.0215 -0.0069 0.0211 0.3965
```
Positions in Å, forces in eV/Å.

LUMO energy, eV: -5.31
Molar mass, g mol⁻¹: 421.542
Spin multiplicity: 1
Orbital gap, eV: 9.0
Net charge: +2

(2)
Formula: C5H8
Source: the OMol25 dataset
Level of theory: ωB97M-V with the def2-TZVPD basis set

The geometry in XYZ format:
```
13
Properties=species:S:1:pos:R:3:forces:R:3:mulliken_charge:R:1
C 1.946 -0.691 -0.135 0.0789 0.0286 0.0387 -1.0034
C 1.306 0.615 0.354 -0.0131 -0.0514 -0.3494 -0.3502
C -0.096 0.372 0.704 -0.7870 0.1381 -0.1415 -0.1178
C -1.268 0.221 0.463 0.7205 0.0114 -0.0496 0.3216
C -2.578 0.058 -0.159 -0.0212 -0.0202 0.0650 -1.0838
H 1.979 -1.423 0.677 0.1369 0.0902 -0.1310 0.2895
H 2.955 -0.491 -0.505 -0.0432 -0.1664 0.0726 0.3069
H 1.351 -1.129 -0.948 0.1528 0.1768 0.2143 0.2936
H 1.156 1.274 -0.507 0.6151 0.1855 0.0345 0.2193
H 1.941 1.144 1.082 -0.4470 -0.3160 -0.0356 0.3079
H -3.381 0.068 0.580 -0.0846 -0.0400 -0.1994 0.2905
H -2.726 0.868 -0.887 -0.1155 -0.1678 0.2772 0.2591
H -2.586 -0.886 -0.717 -0.1926 0.1313 0.2042 0.2670
```
Positions in Å, forces in eV/Å.

LUMO energy, eV: 1.05
SMILES: CC#CCC
Energy above the lowest of the compared OMol25 structures with the same formula, charge and spin, kcal per mole: 34.19
Molar mass, g mol⁻¹: 68.119
Spin multiplicity: 1
Orbital gap, eV: 10.3

(3)
Formula: C5H15N2O
Source: the OMol25 dataset
Level of theory: ωB97M-V with the def2-TZVPD basis set

The geometry in XYZ format:
```
23
Properties=species:S:1:pos:R:3:forces:R:3:mulliken_spin:R:1
C 0.774 0.128 -1.232 -0.8908 2.0691 2.1251 -0.0008
N 1.403 0.924 0.022 0.2068 -4.3270 -1.3444 0.0043
C 0.489 0.673 1.148 -0.8889 0.9191 0.7930 0.0458
C -0.306 1.975 1.318 0.2365 1.2459 0.0885 0.0136
C -1.693 1.919 1.923 2.6202 -1.5007 -1.9507 0.0859
O -1.651 1.782 3.235 0.2012 0.2374 1.5330 0.6179
C 0.286 -1.201 -0.849 2.1083 1.9700 -2.8209 0.0011
N 0.623 -3.793 -3.020 1.5111 -1.1936 1.1274 -0.0006
H -0.026 0.850 -1.442 0.1911 -0.7664 -1.1168 0.0002
H 1.634 0.028 -1.892 -0.1787 0.1069 -0.5217 0.0001
H 2.084 0.154 0.137 0.9484 1.3453 0.7735 0.0026
H -0.231 -0.170 1.043 0.5697 0.1877 0.2251 -0.0094
H 1.099 0.592 2.037 0.0437 -0.5855 0.2828 0.0041
H 0.335 2.701 1.871 -0.5561 -0.5012 -0.0055 -0.0001
H -0.346 2.449 0.344 -0.4469 0.0143 -0.3755 0.0042
H -2.312 1.009 1.615 -0.2553 0.7496 -0.4291 0.1219
H -2.212 2.807 1.571 -1.2320 0.6549 -0.1258 0.1190
H -2.561 1.658 3.514 -1.0295 -0.1003 1.2564 -0.0100
H 1.012 -1.976 -0.821 0.5108 -0.8729 1.1392 -0.0001
H -0.706 -1.406 -1.077 -2.0508 -0.7681 0.5308 0.0001
H 0.176 -3.649 -3.886 -0.7958 0.8544 -0.7849 0.0000
H 1.441 -4.438 -3.228 -1.0291 1.6368 1.0488 0.0000
H 0.687 -3.013 -2.330 0.2061 -1.3757 -1.4482 0.0001
```
Positions in Å, forces in eV/Å.

LUMO energy (spin up / spin down), eV: -11.57 / -13.34
Energy above the lowest of the compared OMol25 structures with the same formula, charge and spin, kcal per mole: 201.28
Molar mass, g mol⁻¹: 119.188
Spin multiplicity: 2
Orbital gap (spin up / spin down), eV: 4.4 / 2.6
Net charge: +2

(4)
Formula: C7H10
Source: the OMol25 dataset
Level of theory: ωB97M-V with the def2-TZVPD basis set

The geometry in XYZ format:
```
17
Properties=species:S:1:pos:R:3:forces:R:3:mulliken_charge:R:1
C 0.726 -0.705 0.773 -0.2691 0.1589 -0.3035 -0.6543
C 0.513 0.718 1.250 -2.7031 0.3872 -1.1232 -0.5945
C -1.053 1.126 0.880 1.8949 0.8150 1.6671 -1.1088
C 0.069 -0.806 -0.589 0.3010 -2.3287 -0.0202 -0.0246
C -0.867 -1.734 -0.867 0.5253 0.8558 0.1099 -1.0178
C 0.682 -0.035 -1.614 -0.1468 0.7712 -0.5833 -0.3939
C 1.209 0.653 -2.449 -0.2845 -0.4006 0.6057 0.3800
H 1.790 -0.924 0.689 0.0289 -0.2125 0.0723 0.2681
H 0.239 -1.410 1.452 0.1446 -0.0188 -0.0729 0.3578
H 0.654 0.810 2.331 0.0045 0.1867 -0.2210 0.3723
H 1.149 1.404 0.695 0.1699 0.0437 0.1944 0.3505
H -1.184 -2.445 -0.123 -0.1480 0.0379 0.2777 0.2819
H -1.351 -1.784 -1.826 0.0838 -0.0594 -0.2811 0.3139
H -1.116 2.179 1.147 -0.2494 0.1535 0.3035 0.3843
H -1.429 1.104 -0.138 0.5761 -0.5274 -0.1247 0.3461
H -1.711 0.570 1.543 -0.1510 -0.0976 -0.1107 0.2889
H 1.679 1.276 -3.153 0.2229 0.2351 -0.3902 0.4502
```
Positions in Å, forces in eV/Å.

LUMO energy, eV: 1.00
SMILES: C#CC(=C)CCC
Energy above the lowest of the compared OMol25 structures with the same formula, charge and spin, kcal per mole: 63.35
Molar mass, g mol⁻¹: 94.157
Spin multiplicity: 1
Orbital gap, eV: 10.0